Entry 1:
Below is CFNO5PtS2 as an isolated structure, with properties calculated with wB97M-V/def2-TZVPD.

Each line ends with the Löwdin spin population.
Cartesian coordinates (Å):
Pt  0.54901  -1.18174  1.36473  2.174
N  0.64584  0.53915  0.46312  0.179
S  1.75611  -0.09402  -0.74200  0.055
O  3.02788  0.68684  -0.56996  0.015
O  1.87787  -1.47740  -0.03041  0.257
S  -0.33011  1.67538  -0.05726  0.069
O  -1.71403  1.36053  0.44546  0.023
F  0.11605  2.99796  0.95857  0.004
O  -2.98390  -1.40747  -1.15920  0.012
C  -1.99176  -1.38019  -0.55310  0.034
O  -0.95295  -1.71905  -0.11996  0.178

Calculated values
Multiplicity   4
Net charge   -1
ΔE to the lowest compared entry with this formula, charge and spin   0.0 kJ/mol
E_HOMO (spin up / spin down)   -0.1062 / -0.1956 Eh



Entry 2:
Below is CFNOS2 as an isolated structure, with properties calculated with wB97M-V/def2-TZVPD.

Each line ends with the Löwdin charge.
Cartesian coordinates (Å):
C  1.19379  0.22827  -0.01168  -0.522
N  0.35342  0.86207  -0.58704  -0.193
O  1.69482  -0.65306  0.51822  0.138
F  -1.41314  1.03795  0.81394  -0.404
S  -0.68310  -1.62336  -0.12579  0.365
S  -1.14579  0.14812  -0.60766  0.616

Calculated values
Net charge   0
ΔE to the lowest compared entry with this formula, charge and spin   82.6 kJ/mol
E_HOMO   -0.3679 Eh



Entry 3:
Below is a 4-piece molecular cluster, CH10N2O4 overall, with properties calculated with wB97M-V/def2-TZVPD.

Each line ends with the Löwdin charge.
Cartesian coordinates (Å):
N  -0.63689  -1.13087  -1.58957  0.216
C  0.60586  -0.45268  -1.64473  -0.627
N  1.32671  -0.83271  -0.34488  0.259
O  1.30416  -0.75267  -2.64555  0.129
H  -0.70320  -1.63977  -0.73359  0.066
H  -0.82542  -1.67371  -2.41656  0.122
H  2.00212  -1.57322  -0.50498  0.111
H  1.74724  0.02365  0.01444  0.071
H  0.36313  1.77253  1.29539  0.006
H  -1.91294  1.91468  1.96246  -0.065
O  -1.21969  1.52155  1.50826  -0.268
H  1.69796  2.45798  1.75058  -0.008
H  0.36083  0.62603  -1.42662  0.213
O  1.38864  1.82971  1.14106  -0.119
H  -2.33797  -1.27443  1.45091  0.004
H  -1.49433  0.07677  1.25031  -0.026
O  -1.66621  -0.89285  0.93307  -0.085

Calculated values
Net charge   0
ΔE to the lowest compared entry with this formula, charge and spin   852.1 kJ/mol
E_HOMO   -0.3221 Eh



Entry 4:
Below is a 3-piece molecular cluster, CH10N3O2 overall, with properties calculated with wB97M-V/def2-TZVPD.

Each line ends with the Löwdin charge.
Cartesian coordinates (Å):
N  0.19360  -0.91278  1.73590  0.209
C  -0.98896  -0.53473  1.30163  -0.473
N  -1.07369  0.26203  0.22839  0.195
N  -2.10213  -0.99650  1.93039  0.187
H  0.99668  -0.44203  1.33449  0.132
H  0.36266  -1.39095  2.61143  0.142
H  -2.01231  0.59115  0.08682  0.128
H  -0.31716  0.09056  -0.46770  0.063
H  -1.94015  -1.72716  2.61502  0.126
H  -2.91677  -1.18766  1.37196  0.125
H  1.51838  0.46003  -1.59526  0.036
H  1.28657  -1.02797  -1.90287  0.085
O  0.93910  -0.30041  -1.37499  -0.053
H  2.08116  2.87818  -2.04164  0.068
H  2.17302  2.17706  -3.35981  0.073
O  1.80000  2.06118  -2.47376  -0.043

Calculated values
Net charge   +1
ΔE to the lowest compared entry with this formula, charge and spin   45.6 kJ/mol
E_HOMO   -0.5482 Eh



Entry 5:
Below is a 2-piece molecular cluster, CH10N5 overall, with properties calculated with wB97M-V/def2-TZVPD.

Each line ends with the Löwdin charge.
Cartesian coordinates (Å):
C  -1.45765  -0.20295  0.29938  -0.122
N  -2.40070  0.71140  -0.02442  0.174
N  2.11593  0.17433  0.90186  0.063
N  -0.13653  0.56170  -1.65798  0.214
N  -0.42979  -0.43090  -0.41705  -0.170
N  0.43394  -1.43037  -0.15400  0.031
H  -1.69474  -0.80809  1.22747  0.186
H  -3.18827  0.87706  0.46839  0.073
H  -2.43192  1.15652  -0.90744  0.102
H  3.05239  -0.04103  0.73335  0.046
H  1.80989  -0.02215  1.82527  0.059
H  0.47260  1.16151  -1.20431  0.038
H  0.36584  0.15358  -2.40376  0.082
H  1.36629  -0.94460  0.05197  0.035
H  1.95605  1.13041  0.61235  0.061
H  0.16669  -2.04642  0.64892  0.129

Calculated values
Net charge   +1
ΔE to the lowest compared entry with this formula, charge and spin   251.6 kJ/mol
E_HOMO   -0.4754 Eh



Entry 6:
Below is a 4-piece molecular cluster, CH10NO3 overall, with properties calculated with wB97M-V/def2-TZVPD.

Each line ends with the Löwdin charge.
Cartesian coordinates (Å):
C  -0.77079  -0.58768  -0.83161  0.181
N  -0.10300  -0.80104  0.24511  0.176
H  -1.25707  -1.35674  -1.40117  0.120
H  -0.67882  0.51569  -1.00435  0.141
H  0.44784  -0.04292  0.72131  0.099
H  0.07866  -1.68295  0.63877  0.061
H  -0.33834  5.17412  -2.31914  0.047
H  -1.21492  4.40835  -3.24048  0.043
O  -0.43524  4.26463  -2.66953  -0.090
H  -0.94484  -4.28359  1.03764  0.085
H  0.56184  -3.81465  1.46290  0.121
O  -0.25054  -3.59336  0.85349  -0.115
H  1.06820  0.56577  3.06982  0.137
H  2.16370  0.94170  2.05817  0.060
O  1.36820  0.41731  2.09734  -0.066

Calculated values
Net charge   +1
ΔE to the lowest compared entry with this formula, charge and spin   61.4 kJ/mol
E_HOMO   -0.5131 Eh



Entry 7:
Below is a 5-piece molecular cluster, CH10NO6 overall, with properties calculated with wB97M-V/def2-TZVPD.

Each line ends with the Löwdin charge.
Cartesian coordinates (Å):
N  -0.17296  -1.70502  1.85925  0.096
C  0.25460  -0.76864  0.94326  -0.821
O  1.13103  -1.27936  0.25152  -0.049
O  -0.46248  0.28732  0.84017  -0.092
H  0.65770  -2.48020  1.99692  0.176
H  -0.99953  -1.57015  2.36920  0.049
H  -0.77034  1.05496  -0.56175  0.002
H  -1.47994  2.44175  -0.64690  0.072
O  -1.01952  1.78214  -1.23228  -0.136
H  0.97930  1.06102  1.60082  -0.077
H  2.17703  1.20515  0.97162  0.059
O  1.80444  1.34855  1.87668  -0.062
H  -1.69430  -0.87320  -1.58162  0.041
H  -2.11054  0.47816  -1.74957  -0.017
O  -2.46731  -0.40870  -2.00328  -0.121
H  0.73045  0.26957  -1.82608  -0.010
H  1.85213  -0.69430  -1.17208  -0.010
O  1.59023  -0.14905  -1.93588  -0.103

Calculated values
Net charge   -1
ΔE to the lowest compared entry with this formula, charge and spin   172.5 kJ/mol
E_HOMO   -0.2102 Eh



Entry 8:
Below is CH10NOPt as an isolated structure, with properties calculated with wB97M-V/def2-TZVPD.

Each line ends with the Löwdin spin population.
Cartesian coordinates (Å):
C  -1.27302  0.60200  -2.37189  0.687
Pt  0.25868  0.74833  -1.05806  1.884
N  1.11502  -1.09342  -1.37336  0.275
H  -0.26238  2.13047  -0.46987  0.407
H  1.43096  1.00430  -0.01337  0.451
H  -1.76231  1.58765  -2.39740  0.072
H  -1.94820  -0.19255  -2.02049  0.041
H  -0.84919  0.36620  -3.35946  0.057
H  0.66267  -1.77934  -0.76629  0.013
H  2.10430  -1.09989  -1.12296  0.024
H  1.04995  -1.44637  -2.33005  0.024
O  0.51579  -1.13866  1.89609  0.051
H  -0.36730  -0.74664  2.00852  0.001
H  1.11922  -0.37277  1.97139  0.012

Calculated values
Multiplicity   5
Net charge   +1
E_HOMO (spin up / spin down)   -0.3444 / -0.5769 Eh



Entry 9:
Below is CH10NOZn as an isolated structure, with properties calculated with wB97M-V/def2-TZVPD.

Each line ends with the Löwdin charge.
Cartesian coordinates (Å):
C  0.68388  1.35171  -2.29800  -0.387
Zn  0.00996  -0.07946  -1.12127  -0.046
N  -0.90699  -1.61823  1.75864  0.016
H  -0.29530  -1.63336  -1.15876  -0.141
H  0.02594  -1.59751  2.19870  0.012
H  -0.79164  -1.63869  0.71164  -0.049
H  0.55316  0.96921  -3.32457  -0.058
H  1.73608  1.63316  -2.14819  -0.051
H  -0.01485  2.18037  -2.08315  -0.058
H  -1.40714  -0.73650  1.99016  0.022
H  -1.41614  -2.44053  2.07844  0.016
O  0.39423  0.87021  1.04922  -0.290
H  1.34390  0.94501  1.26506  0.004
H  0.08490  1.79464  1.08208  0.010

Calculated values
Net charge   -1
E_HOMO   -0.0028 Eh



Entry 10:
Below is CH10Na5O8 as an isolated structure, with properties calculated with wB97M-V/def2-TZVPD.

Each line ends with the Löwdin charge.
Cartesian coordinates (Å):
Na  -1.03266  3.21595  -1.59884  0.885
Na  1.84808  2.81940  0.87939  0.838
Na  -2.10571  2.69999  1.97539  0.820
Na  -0.31643  -2.21059  1.16262  0.848
Na  -0.64737  -1.24013  -2.52096  0.723
C  0.05799  0.63922  0.20379  -0.804
O  -0.72705  -0.29282  -0.27157  -0.148
O  -0.35132  1.88104  0.44941  -0.205
O  1.24993  0.33972  0.53535  -0.083
O  2.51713  -0.37878  2.98876  -0.035
H  2.87773  0.43803  3.34706  0.046
H  2.18658  -0.17467  2.10604  -0.034
O  1.69515  -0.23734  -2.59929  -0.010
H  1.68625  -0.11813  -1.63641  0.012
H  1.73341  0.63908  -2.99759  0.066
O  -3.31942  0.49486  0.99592  -0.030
H  -3.83115  0.88295  0.27302  0.070
H  -2.42902  0.33375  0.63361  -0.012
O  -3.12558  -1.14472  -1.90514  -0.022
H  -2.78578  -0.59773  -1.18624  -0.009
H  -3.24260  -2.01697  -1.50355  0.082
O  2.83276  -2.08403  -0.12939  -0.023
H  2.35141  -1.28368  0.11594  -0.030
H  2.87766  -2.60439  0.68267  0.056

Calculated values
Net charge   +3
ΔE to the lowest compared entry with this formula, charge and spin   0.0 kJ/mol
E_HOMO   -0.7050 Eh



no.,largest force on an atom (eV Å⁻¹),molecular weight (u),E (Eh)
1,7.69,384.22,-1484.529515
2,3.77,125.15,-1064.280761
3,3.20,114.10,-454.304476
4,1.87,96.11,-358.664024
5,4.98,92.13,-317.540241
6,3.44,84.09,-324.295380
7,4.50,132.09,-550.377933
8,4.46,247.18,-292.753520
9,0.91,117.49,-1953.250808
10,1.40,265.03,-1456.827269